HN3O2S | the ωB97M-V functional and the def2-TZVPD basis

Output
Kohn-Sham gap, eV: 9.05
E_tot, eV: -19413.8820
SMILES: [O-][N+](O)=S.N#N
LUMO level, eV: -0.7

Last column: Löwdin charge in e.
Cartesian coordinates (Å):
1 N 3.1095 -0.4376 0.4733  0.06
2 N 2.1215 -0.4132 0.0197  0.04
3 N -1.4079 0.2664 0.1497  -0.84
4 O -0.2940 0.7884 -0.4549  -0.05
5 O -2.0758 1.0412 0.7004  0.06
6 S -1.4946 -1.3410 0.1523  0.70
7 H 0.0414 0.0959 -1.0405  0.04

---

C7H8F4N2 | the ωB97M-V functional and the def2-TZVPD basis

Output
Kohn-Sham gap, eV: 9.64
E_tot, eV: -21235.5178
SMILES: FC1=C[C@@H](F)[C@@H](F)N=C1F.C=NC
LUMO level, eV: 0.0

Last column: Löwdin charge in e.
Cartesian coordinates (Å):
1 C -0.6244 0.9557 0.4020  0.08
2 C -1.3774 -0.1558 0.0779  -0.16
3 C -0.4164 -0.1562 2.6579  -0.33
4 C -0.5033 1.2611 1.9332  -0.24
5 C -1.7129 -1.2086 1.1343  -0.29
6 C 1.7233 0.7608 -2.1412  -0.16
7 C 1.0198 -1.4253 -2.4289  -0.07
8 N -1.3378 -1.1474 2.3351  0.19
9 N 1.0077 -0.4003 -1.6731  -0.11
10 F -1.8046 -0.4043 -1.1853  0.06
11 F -0.5924 0.0905 4.0089  0.01
12 F -1.5556 2.0841 2.2034  0.02
13 F -2.4709 -2.2089 0.7439  0.14
14 H -0.2428 1.6045 -0.3825  0.10
15 H 0.3583 1.8570 2.3685  0.16
16 H 2.3766 1.0624 -1.3488  0.07
17 H 2.3228 0.5214 -3.1425  0.11
18 H 1.1281 1.5439 -2.5689  0.06
19 H 1.2845 -1.4627 -3.4841  0.06
20 H 0.8271 -2.4795 -1.9573  0.10
21 H 0.5903 -0.6925 2.4477  0.19

---

C6H6ClF | the ωB97M-V functional and the def2-TZVPD basis

Output
Kohn-Sham gap, eV: 8.90
E_tot, eV: -21553.5724
SMILES: C#C/C(=C/Cl)CCF
LUMO level, eV: 0.1

Last column: Löwdin charge in e.
Cartesian coordinates (Å):
1 C -1.3769 0.7087 0.8054  -0.18
2 C -0.1363 1.1793 -0.3248  -0.06
3 C 0.7629 -0.2001 -0.5595  -0.40
4 C 1.0680 -0.7431 -1.7437  -0.49
5 C 0.7907 -1.0360 0.5133  -0.17
6 C 0.5915 -1.5881 1.6764  0.11
7 H -0.9968 -0.1112 1.5455  0.07
8 H -1.7580 1.4909 1.5335  0.11
9 H 0.5304 2.0563 0.0736  0.12
10 H -0.6097 1.3612 -1.4354  0.09
11 H 1.8252 -1.5414 -1.7459  0.10
12 H 0.8400 -2.2394 2.6677  0.10
13 F -2.3974 0.2594 -0.0158  -0.08
14 Cl 0.8662 0.4033 -2.9902  0.67

---

C6H16N2 | the ωB97M-V functional and the def2-TZVPD basis

Output
Kohn-Sham gap (alpha / beta), eV: 10.70 / 5.43
Expectation value of S²: 0.754
E_tot, eV: -9451.9767
Charge: +1
Multiplicity: 2
LUMO level (alpha / beta), eV: -2.6 / -7.8

Last column: Mulliken spin population.
Cartesian coordinates (Å):
1 N 1.9896 -1.6157 -1.5434  0.02
2 C 1.2299 -0.4218 -1.9305  -0.01
3 C 0.8761 0.5123 -0.7228  0.04
4 N -0.4496 0.4064 -0.0518  0.73
5 C -0.3396 0.8849 1.3448  0.03
6 C 0.2852 2.3107 1.4431  0.02
7 C -0.9261 -0.9886 -0.0917  0.02
8 C -2.2867 -1.2475 0.6115  0.00
9 H 1.6607 -2.4987 -1.9042  0.00
10 H 2.0188 -1.5878 -0.5334  0.00
11 H 0.2938 -0.6923 -2.4223  0.00
12 H 1.8660 0.2154 -2.5748  0.00
13 H 1.1245 1.4997 -1.1327  0.03
14 H 1.6523 0.5399 0.0679  0.04
15 H 0.3823 0.2898 1.9031  0.03
16 H -1.3982 0.8800 1.6309  0.00
17 H 1.2703 2.3972 1.8787  0.00
18 H 0.1721 2.7878 0.4743  0.00
19 H -0.3682 2.9117 2.0910  0.00
20 H -0.2402 -1.7091 0.3394  0.05
21 H -1.0256 -1.1264 -1.1706  0.01
22 H -2.8759 -1.9736 0.0775  0.00
23 H -2.0522 -1.4644 1.6516  0.00
24 H -2.8595 -0.3096 0.5644  0.00

---

C30H36NO8S2Se2Ta | the ωB97M-V functional and the def2-TZVPD basis

Output
Kohn-Sham gap (alpha / beta), eV: 6.03 / 6.03
E_tot, eV: -203474.5779
LUMO level (alpha / beta), eV: -0.6 / -0.6

Last column: Löwdin charge in e.
Cartesian coordinates (Å):
1 Ta -0.5400 0.4396 0.3167  1.45
2 C 3.1094 0.9021 -2.2612  -0.06
3 C 2.0950 -0.1872 -2.5295  -0.20
4 C 1.0589 0.0382 -3.4471  -0.19
5 C 1.0498 1.3435 -4.2131  -0.04
6 C 0.1186 -0.9688 -3.6857  -0.19
7 C -1.0644 -0.7563 -4.6044  -0.04
8 C 0.2337 -2.1982 -3.0261  -0.20
9 C -0.7822 -3.2818 -3.2997  -0.03
10 C 1.2640 -2.4203 -2.1107  -0.19
11 C 1.3129 -3.7127 -1.3257  -0.04
12 C 2.2292 -1.4291 -1.9016  -0.20
13 C 3.4672 -1.7198 -1.0785  -0.05
14 H 3.9750 0.8295 -2.9294  0.10
15 H 3.4936 0.8503 -1.2445  0.02
16 H 2.6779 1.8938 -2.3947  0.07
17 H 0.7216 2.1833 -3.5922  0.07
18 H 0.4086 1.3064 -5.0885  0.06
19 H 2.0533 1.5854 -4.5677  0.08
20 H -0.9614 -1.3167 -5.5384  0.09
21 H -1.2048 0.2886 -4.8683  0.06
22 H -1.9861 -1.0932 -4.1291  0.07
23 H -1.6781 -3.1744 -2.6787  0.09
24 H -0.3732 -4.2730 -3.1158  0.07
25 H -1.1182 -3.2564 -4.3357  0.08
26 H 1.7762 -4.5289 -1.8886  0.09
27 H 0.3102 -4.0413 -1.0520  0.08
28 H 1.8727 -3.5960 -0.3993  0.07
29 H 3.3677 -1.4318 -0.0294  0.03
30 H 4.3311 -1.1895 -1.4796  0.08
31 H 3.7098 -2.7810 -1.0964  0.08
32 O 3.6122 0.8809 6.2081  -0.04
33 C 3.3219 1.7855 5.1514  -0.22
34 C 2.1538 1.2379 4.3324  -0.54
35 C 0.9173 1.1774 5.2273  -0.20
36 O -0.0646 0.3742 4.6020  -0.08
37 C 2.5167 -0.1663 3.8399  -0.45
38 Se 1.6108 -0.6402 2.1837  0.70
39 C 1.9211 2.2144 3.1461  -0.43
40 Se 2.3404 1.4193 1.4078  0.70
41 H 4.3401 1.2288 6.7315  0.10
42 H 4.1899 1.8903 4.4899  0.13
43 H 3.0640 2.7799 5.5326  0.13
44 H 0.5642 2.2031 5.3905  0.14
45 H 1.2049 0.7529 6.1914  0.13
46 H -0.9462 0.6256 4.8963  0.08
47 H 2.3160 -0.9342 4.5832  0.09
48 H 3.5599 -0.2147 3.5334  0.07
49 H 2.5659 3.0929 3.2039  0.07
50 H 0.8809 2.5293 3.1161  0.05
51 O -0.8052 1.6655 2.0037  -0.51
52 S -2.1222 0.9359 2.2508  0.55
53 O -2.6941 1.1603 3.5370  -0.24
54 O -1.7134 -0.4769 1.9284  -0.42
55 C -3.1447 1.5931 0.9488  -0.25
56 C -3.3442 2.9069 1.0933  -0.02
57 C -3.7267 3.7979 -0.0445  -0.13
58 C -3.9141 3.0740 -1.3964  -0.14
59 C -3.9761 1.5941 -1.3702  -0.03
60 C -3.5075 0.8953 -0.3388  -0.25
61 S -3.0819 -0.7849 -0.7820  0.60
62 O -3.5791 -1.0204 -2.0992  -0.27
63 O -3.3641 -1.7314 0.2372  -0.25
64 O -1.4578 -0.6289 -0.9289  -0.46
65 H -3.1074 3.3803 2.0390  0.13
66 H -4.5384 4.4688 0.2340  0.15
67 H -4.7150 3.4987 -1.9977  0.15
68 H -4.2174 1.0724 -2.2860  0.12
69 N -3.2570 6.9857 -1.3935  0.17
70 C -2.9143 5.9346 -1.0802  -0.16
71 C -2.4836 4.5885 -0.6687  -0.30
72 C -2.4834 3.5959 -1.8753  -0.12
73 C -1.4810 2.4832 -1.7221  -0.10
74 C -0.5795 2.3804 -0.7289  -0.25
75 C -0.3537 3.6276 0.0703  -0.12
76 C -1.1928 4.6530 0.1030  -0.03
77 H -2.4763 4.0520 -2.8655  0.15
78 H -1.6409 1.6456 -2.4002  0.10
79 H 0.5702 3.6950 0.6333  0.07
80 H -0.9725 5.5528 0.6651  0.12

---

C5H12F2P2 | the ωB97M-V functional and the def2-TZVPD basis

Output
Kohn-Sham gap, eV: 9.19
E_tot, eV: -29390.9824
SMILES: CCC(=P)CC.FPF
LUMO level, eV: 0.2

Last column: Löwdin charge in e.
Cartesian coordinates (Å):
1 C -1.9210 1.0403 0.6378  -0.08
2 C 1.4768 -1.3399 2.4660  -0.08
3 C -0.4686 1.2008 1.2267  -0.27
4 C 0.7357 -1.1243 1.1286  -0.31
5 C 0.4475 0.2805 0.5185  -0.66
6 F -0.2948 -1.6573 -4.9407  -0.38
7 F -0.9684 0.6472 -5.3834  -0.36
8 P 1.1746 0.5310 -0.9621  0.86
9 P 0.3083 -0.1080 -4.7125  0.84
10 H -2.2606 1.9765 0.4121  0.03
11 H -2.5314 0.5839 1.3542  0.05
12 H -1.9288 0.3438 -0.2422  0.09
13 H 2.3614 -0.8643 2.3832  0.02
14 H 0.8149 -0.7596 3.2404  0.11
15 H 1.6742 -2.3654 2.6090  0.06
16 H -0.1308 2.3014 1.1396  0.13
17 H -0.4612 0.8204 2.2558  0.09
18 H 1.3220 -1.7190 0.3885  0.08
19 H -0.1410 -1.7015 1.1165  0.08
20 H 0.0858 0.0912 -3.2773  -0.16
21 H 0.7053 1.8222 -1.3587  -0.12

---

C3H7NO | the ωB97M-V functional and the def2-TZVPD basis

Output
Kohn-Sham gap, eV: 9.80
E_tot, eV: -6758.4985
LUMO level, eV: 0.8

Last column: Löwdin charge in e.
Cartesian coordinates (Å):
1 C 0.5633 1.3851 -1.3470  -0.08
2 N 0.4290 0.3360 -0.3550  -0.05
3 C 0.0414 -0.8823 -0.5437  -0.37
4 O -0.1829 -1.8419 -1.1778  0.18
5 C -0.5400 -0.9526 1.5632  -0.09
6 H -0.0369 1.1969 -2.2397  0.08
7 H 1.6055 1.5715 -1.6196  0.08
8 H 0.1757 2.2724 -0.8394  0.08
9 H -0.0918 0.0386 0.7706  0.06
10 H 0.2967 -1.4246 2.0783  0.03
11 H -1.4061 -1.6216 1.5501  0.04
12 H -0.8539 -0.0775 2.1599  0.04

---

C26H78NO17Si | the ωB97M-V functional and the def2-TZVPD basis

Output
Kohn-Sham gap, eV: 6.60
E_tot, eV: -72380.5636
Charge: +1
LUMO level, eV: -4.5

Last column: Löwdin charge in e.
Cartesian coordinates (Å):
1 C 0.2625 1.7168 1.7688  -0.20
2 Si -1.6413 1.8458 2.0029  0.48
3 C -2.0678 3.4731 2.9878  -0.20
4 C -2.3828 2.1222 0.2046  -0.20
5 O -2.4295 0.4059 2.6192  -0.28
6 C -1.4962 -0.5255 3.2676  -0.24
7 C -1.0657 -1.7295 2.2080  -0.12
8 C 0.5103 -1.6710 1.7614  -0.10
9 C 1.6698 -1.9686 2.8909  0.12
10 C 3.2458 -1.8302 2.3518  -0.10
11 O 4.3220 -2.0551 3.3310  -0.06
12 C 3.5210 -1.4043 0.7664  0.14
13 N 2.3578 -1.1679 -0.2204  -0.07
14 C 2.6080 -0.7742 -1.6862  -0.12
15 C 3.4157 0.6540 -1.6621  -0.21
16 O 3.0396 1.5565 -0.5617  -0.14
17 C 0.9073 -1.2717 0.2094  0.08
18 H 0.7170 2.8063 1.9347  0.08
19 H 0.5081 1.4609 0.6306  0.04
20 H 0.8213 1.0176 2.5218  0.03
21 H -1.2964 3.5730 3.8680  0.04
22 H -3.1983 3.4687 3.3447  0.06
23 H -1.8837 4.4268 2.2936  0.04
24 H -1.9113 1.2718 -0.4889  0.03
25 H -2.1512 3.1858 -0.2248  0.03
26 H -3.5431 1.8857 0.2507  0.06
27 H -2.1234 -1.0758 4.1218  0.14
28 H -0.5887 -0.0281 3.8129  0.12
29 H -1.7534 -1.7300 1.2338  0.13
30 H -1.2836 -2.7755 2.7316  0.13
31 H 1.3769 -2.2526 3.9882  0.12
32 H 4.1726 -1.3306 4.0317  0.15
33 H 4.6567 -1.2865 0.4219  0.14
34 H 3.1672 -1.6457 -2.2485  0.15
35 H 1.5859 -0.5811 -2.2654  0.14
36 H 3.1448 1.2031 -2.6863  0.14
37 H 4.5706 0.4088 -1.6487  0.13
38 H 3.7848 2.2230 -0.3571  0.10
39 H 0.0012 -1.0757 -0.5425  0.16
40 C 1.1667 -5.0224 -0.7653  -0.15
41 O 0.1968 -4.6345 0.1901  -0.13
42 H 0.7416 -5.7956 -1.4094  0.07
43 H 1.4468 -4.1583 -1.3730  0.07
44 H 2.0456 -5.4209 -0.2526  0.08
45 H 0.6023 -3.9482 0.7469  0.03
46 C 3.3277 -0.8837 -5.5857  -0.16
47 O 2.0565 -0.9231 -4.9640  -0.15
48 H 4.0947 -1.1084 -4.8407  0.07
49 H 3.3677 -1.6300 -6.3830  0.08
50 H 3.5029 0.1136 -5.9963  0.07
51 H 1.3969 -0.7200 -5.6489  0.09
52 C -2.2439 5.0566 -3.1017  -0.15
53 O -1.6731 5.2391 -1.8192  -0.15
54 H -3.3070 5.3047 -3.0560  0.08
55 H -1.7487 5.7156 -3.8191  0.08
56 H -2.1282 4.0142 -3.4081  0.08
57 H -0.7305 5.0115 -1.8908  0.09
58 C -4.0781 6.3547 -5.8620  -0.16
59 O -4.1425 4.9508 -5.6914  -0.14
60 H -3.6476 6.8024 -4.9632  0.07
61 H -3.4461 6.5896 -6.7220  0.08
62 H -5.0848 6.7504 -6.0171  0.08
63 H -4.5283 4.5815 -6.5039  0.09
64 C 6.7816 2.3322 1.2057  -0.15
65 O 5.8560 2.7968 0.2406  -0.14
66 H 6.2518 1.7226 1.9415  0.08
67 H 7.5466 1.7249 0.7156  0.07
68 H 7.2447 3.1850 1.7080  0.08
69 H 6.3546 3.3341 -0.3983  0.10
70 C -4.4673 -2.8450 -0.5461  -0.16
71 O -5.4373 -2.4572 0.4093  -0.13
72 H -4.8924 -3.6183 -1.1903  0.08
73 H -4.1873 -1.9810 -1.1539  0.07
74 H -3.5885 -3.2436 -0.0334  0.06
75 H -5.0318 -1.7709 0.9660  0.08
76 C 7.9770 -1.8849 0.2991  -0.15
77 O 7.4663 -0.8540 1.1240  -0.15
78 H 8.4290 -1.4379 -0.5894  0.09
79 H 8.7360 -2.4489 0.8468  0.08
80 H 7.1627 -2.5479 -0.0034  0.07
81 H 7.0718 -1.2807 1.9036  0.08
82 C 2.9613 -7.7057 -2.2511  -0.17
83 O 1.5593 -7.8656 -2.3653  -0.14
84 H 3.2821 -6.8990 -2.9144  0.08
85 H 3.2170 -7.4500 -1.2198  0.07
86 H 3.4597 -8.6336 -2.5420  0.08
87 H 1.3041 -8.5875 -1.7659  0.09
88 C 4.0537 1.4375 -9.0422  -0.17
89 O 3.9893 0.0336 -8.8716  -0.14
90 H 4.4843 1.8852 -8.1434  0.08
91 H 4.6857 1.6724 -9.9022  0.08
92 H 3.0471 1.8332 -9.1973  0.08
93 H 3.6035 -0.3357 -9.6841  0.09
94 C 0.3386 -3.6422 6.9516  -0.16
95 O -0.6079 -3.3239 5.9481  -0.16
96 H 0.4425 -2.7887 7.6256  0.09
97 H -0.0071 -4.5107 7.5176  0.06
98 H 1.3044 -3.8571 6.4878  0.07
99 H -0.6787 -4.0992 5.3657  0.08
100 C -2.1388 7.7407 0.7343  -0.15
101 O -2.2032 6.3369 0.9049  -0.16
102 H -1.7082 8.1885 1.6331  0.08
103 H -1.5068 7.9756 -0.1257  0.08
104 H -3.1454 8.1365 0.5792  0.06
105 H -2.5890 5.9676 0.0924  0.05
106 C -2.8299 -5.0225 8.3177  -0.16
107 O -1.7035 -5.8121 8.6522  -0.14
108 H -2.4982 -4.0045 8.1000  0.07
109 H -3.3197 -5.4404 7.4347  0.08
110 H -3.5262 -5.0042 9.1596  0.08
111 H -2.0287 -6.7090 8.8401  0.09
112 C -7.4383 -5.4132 1.8337  -0.17
113 O -8.3638 -4.9486 0.8686  -0.13
114 H -7.9680 -6.0228 2.5695  0.08
115 H -6.6733 -6.0206 1.3436  0.07
116 H -6.9751 -4.5604 2.3360  0.07
117 H -7.8653 -4.4113 0.2297  0.07
118 C -6.0864 8.0827 -0.3075  -0.16
119 O -5.2624 9.1836 0.0289  -0.14
120 H -5.5768 7.4737 -1.0579  0.07
121 H -6.2712 7.4788 0.5844  0.08
122 H -7.0321 8.4458 -0.7171  0.08
123 H -5.7404 9.7053 0.6958  0.09

---

For each record above, in turn, the calculated energy relative to the best compared isomer or geometry (same formula, charge and spin) values are 0.0; 160.8; 442.7; 164.4; 229.3; 16.5; 410.2; 1050.0 kJ/mol.